C33H68Cl3N2O11PS4 | the ωB97M-V functional and the def2-TZVPD basis

Geometry as XYZ:
```
122
Properties=species:S:1:pos:R:3:forces:R:3
C 2.2642 0.5471 2.1599 0.30 0.38 0.15
C 2.6704 1.8971 1.3767 -0.50 -1.37 1.86
O 1.9315 1.9699 0.1457 1.76 0.23 0.19
C 2.7218 2.5234 -0.9365 -1.34 0.64 -0.34
C 1.9077 3.8223 -1.4470 2.21 -1.86 -0.04
O 0.9539 3.3371 -2.4047 -1.30 0.66 1.27
C -0.3626 3.8528 -2.2323 -1.01 1.51 -0.93
C -1.4677 2.6763 -2.0854 1.62 -0.55 1.56
N -1.4812 2.4715 -0.6109 -0.49 -0.24 -1.55
C -1.0997 1.3690 -2.9144 -0.33 0.62 0.13
P -0.9113 1.9410 -4.7393 3.58 -0.94 -2.20
O 0.4000 1.4046 -5.3744 -2.83 0.55 1.41
C -2.1442 0.1430 -2.7366 1.55 -0.14 -0.53
C -1.9145 -0.8345 -4.0103 0.19 -1.16 0.60
C -0.3718 -1.3261 -4.1318 -1.16 -1.13 -0.59
C -0.2678 -2.9414 -4.0626 1.35 0.56 -0.78
C 0.2730 -3.4753 -2.6665 -2.20 -0.48 -1.13
S 1.0606 -5.1505 -2.9488 3.90 -0.67 2.93
O 1.4285 -5.6949 -1.5934 -1.42 1.37 -3.39
O 2.1892 -5.1011 -3.9155 -3.27 0.03 1.46
Cl -0.5189 -6.3798 -3.6040 0.68 0.85 0.00
C -1.7430 -0.8134 -1.5068 -1.65 -1.50 0.71
Cl -0.2023 -0.5760 -0.5339 -1.59 0.13 -1.28
C -2.4879 -1.9223 -1.0876 1.87 1.02 0.58
C -2.0171 -2.8317 0.1450 -0.71 0.29 -0.49
Cl -4.0534 -2.3973 -1.8445 1.48 0.41 0.62
C -3.6349 0.7116 -2.6509 -0.96 -2.07 0.89
C -4.2927 0.8575 -1.2271 -1.98 0.72 0.45
C -5.8598 1.1779 -1.4825 0.48 -0.38 0.31
C -6.6880 1.3065 -0.1330 -0.84 0.19 -1.74
S -6.6282 -0.1657 0.9781 0.02 -0.82 0.04
C -7.4141 -1.6121 0.1868 -0.99 0.15 -1.84
S -8.2089 -1.4944 -1.2947 0.96 0.05 1.91
N -7.4075 -2.9231 0.8340 0.61 1.48 0.79
C -8.4092 -3.0272 1.9304 -0.66 -0.01 1.01
C -7.9269 -2.4704 3.3507 0.11 -0.72 0.51
C -6.0474 -3.3601 1.2413 0.94 -1.34 0.45
C -6.0358 -4.8227 1.9213 0.35 0.22 -0.56
O -3.8695 1.9370 -3.4044 1.83 0.68 1.04
S -3.1201 3.2637 -2.7451 -2.84 6.14 -0.83
O -2.9803 4.2703 -3.8604 0.48 -3.58 1.76
O -3.9351 3.9729 -1.6847 2.05 -3.24 -1.53
H 3.0686 0.2841 2.9299 -0.96 0.43 -1.07
H 1.3039 0.6695 2.7503 0.98 -0.21 -0.91
H 2.1810 -0.3244 1.4453 0.03 0.96 0.77
H 2.3780 2.7429 2.0905 0.59 -0.74 -1.15
H 3.7892 1.8521 1.2622 -1.30 0.38 -0.24
H 2.7407 1.7103 -1.7400 0.22 1.38 0.75
H 3.7612 2.8442 -0.6283 -1.07 -0.55 -0.15
H 2.6667 4.4607 -1.9961 -1.08 -0.23 0.67
H 1.4780 4.2914 -0.5176 0.22 -0.28 -1.21
H -0.4957 4.5156 -1.3106 0.40 -1.09 -1.06
H -0.5740 4.5440 -3.1089 -0.01 -0.98 0.92
H -2.0052 3.2277 -0.1532 0.18 -0.53 -0.22
H -1.8364 1.5509 -0.3550 -0.03 0.47 0.09
H -0.0315 1.0652 -2.6483 -1.49 0.53 -0.34
H -2.0753 1.5923 -5.5233 0.41 0.35 0.87
H -0.8174 3.3634 -4.8589 -0.63 -0.67 0.61
H -2.4709 -1.8252 -3.8803 0.30 1.68 0.13
H -2.3273 -0.4182 -4.9728 0.64 -0.14 1.05
H 0.2850 -0.9201 -3.3126 -0.59 -0.11 -1.23
H -0.0501 -1.0578 -5.1769 0.14 0.10 1.49
H 0.5262 -3.2172 -4.8400 -1.01 0.30 1.02
H -1.2175 -3.4515 -4.4204 1.07 0.58 0.81
H 0.9875 -2.7762 -2.1423 -0.50 -1.14 -0.66
H -0.6483 -3.7125 -2.0356 1.58 0.22 -0.47
H -2.6993 -3.7279 0.2126 0.74 0.97 -0.10
H -2.1034 -2.2403 1.1177 0.18 -0.72 -1.35
H -0.9466 -3.1882 0.0232 -1.35 0.57 0.13
H -4.2697 -0.0694 -3.1975 0.77 1.29 0.63
H -3.9324 1.7054 -0.5765 0.06 -0.86 -0.98
H -4.3034 -0.0591 -0.5719 0.43 0.79 -1.07
H -6.2390 0.2954 -2.0946 0.13 1.36 0.69
H -5.9988 2.1690 -2.0314 0.24 -1.46 0.60
H -6.3426 2.2303 0.4180 -0.24 -1.34 -0.10
H -7.7844 1.4817 -0.4043 1.44 -0.29 0.35
H -8.6787 -4.1275 2.0415 0.38 1.40 -0.18
H -9.3639 -2.4922 1.6518 1.19 -0.57 -0.07
H -7.0353 -1.7798 3.2961 -1.10 -0.65 -0.08
H -8.7525 -1.9435 3.9160 0.87 -0.54 -0.80
H -7.6116 -3.3587 3.9965 -0.37 1.26 -0.76
H -5.4303 -3.4628 0.3021 -0.67 0.44 1.01
H -5.5300 -2.6598 1.9735 -0.56 -0.63 -0.99
H -6.2149 -4.7696 3.0332 -0.06 -0.15 -1.28
H -6.7643 -5.5117 1.3937 0.70 0.85 0.77
H -5.0069 -5.2995 1.7802 -1.28 0.81 0.17
C 6.5591 2.4744 4.6826 -0.15 0.09 0.25
C 5.9104 1.5521 3.6622 0.57 0.31 -0.23
C 6.8891 0.4984 3.1672 -0.07 -0.27 -0.05
O 5.4421 2.3211 2.5569 -0.04 -0.06 0.38
H 7.4066 3.0084 4.2416 0.03 -0.14 -0.03
H 5.8484 3.2323 5.0209 0.00 -0.11 0.00
H 6.9138 1.9150 5.5519 0.02 0.06 -0.03
H 5.0401 1.0640 4.1094 -0.05 0.10 -0.12
H 7.7476 0.9651 2.6746 -0.02 0.07 0.12
H 6.4129 -0.1500 2.4272 -0.03 0.02 0.10
H 7.2537 -0.1205 3.9910 0.02 0.01 -0.06
H 6.2057 2.7593 2.1514 -0.19 -0.17 -0.21
C 3.9492 -3.1120 3.9937 0.17 0.23 -0.10
C 2.5592 -2.8406 4.5477 0.17 -0.68 -0.12
C 2.2187 -3.7961 5.6808 -0.16 0.09 0.23
O 1.5967 -2.9783 3.5043 -0.19 0.31 -0.06
H 4.0155 -4.1257 3.5864 -0.04 -0.02 0.13
H 4.1759 -2.4258 3.1738 -0.03 0.02 0.09
H 4.7124 -2.9967 4.7673 -0.01 -0.04 -0.05
H 2.5017 -1.8097 4.9067 -0.15 -0.02 -0.17
H 2.2257 -4.8333 5.3313 0.14 0.05 -0.03
H 1.2140 -3.5970 6.0616 0.09 0.06 -0.01
H 2.9300 -3.7013 6.5048 -0.04 -0.05 -0.03
H 1.6377 -3.8858 3.1785 0.04 0.09 0.05
C 6.3725 4.6114 -1.6214 -0.24 0.12 0.04
C 7.2193 4.3086 -0.3955 0.21 -0.23 -0.64
C 8.6942 4.2105 -0.7519 0.19 0.06 0.20
O 6.7880 3.0779 0.1887 -0.04 0.15 0.27
H 6.4679 3.8161 -2.3674 0.13 0.05 0.02
H 5.3147 4.6684 -1.3526 0.08 0.07 0.03
H 6.6674 5.5574 -2.0811 -0.02 -0.07 -0.01
H 7.0737 5.0909 0.3538 -0.08 -0.20 0.09
H 8.8690 3.4015 -1.4680 -0.10 0.09 -0.07
H 9.2892 3.9820 0.1357 -0.05 0.08 -0.03
H 9.0585 5.1445 -1.1857 0.00 -0.07 0.00
H 6.9121 2.3782 -0.4646 -0.02 0.04 0.10
```
Positions in Å, forces in eV/Å.

**SMILES string**: CCOCCOC[C@]1(N)[C@H]([PH2]=O)[C@@](CCCCS(=O)(=O)Cl)(/C(Cl)=C(/C)Cl)[C@@H](CCCSC(=S)N(CC)CC)OS1(=O)=O.CC(C)O.CC(C)O.CC(C)O
**Gap between HOMO and LUMO**: 8.12 eV
**Multiplicity**: 1
**Max |F|**: 6.81 eV/Å

Mulliken population analysis, charges in e, atoms 1 to 5: -0.44 -0.14 -0.02 -0.01 -0.47



C4H12O2P2 | the ωB97M-V functional and the def2-TZVPD basis

Geometry as XYZ:
```
20
Properties=species:S:1:pos:R:3:forces:R:3
C 2.0113 -0.8359 -1.2855 1.28 -1.07 1.04
C 2.4012 0.6268 1.2989 1.21 -0.34 -1.25
C -1.7552 -1.3253 -0.5354 1.67 -0.37 -0.77
C -2.5271 1.4698 0.1573 1.17 -0.63 1.09
O -1.2700 -0.4115 1.8970 -0.47 -0.96 4.28
O 0.0570 0.5421 0.0172 -1.82 0.00 -0.20
P 1.2195 -0.5645 0.4290 1.70 -0.16 -0.39
P -1.4542 0.0328 0.5657 -0.10 2.35 -4.26
H 1.4026 -1.2637 -2.0920 -0.24 -0.53 0.77
H 3.0047 -1.4331 -1.1717 -1.82 0.83 -0.12
H 2.2726 0.0867 -1.7135 0.63 1.62 -0.33
H 1.8861 1.0371 2.1303 -0.83 0.05 0.95
H 2.6875 1.5607 0.7105 0.02 -1.49 0.36
H 3.2818 0.0449 1.7401 -0.99 0.92 -0.92
H -0.8328 -1.8321 -0.0520 -1.34 -0.40 -1.50
H -2.6314 -1.9314 -0.4885 -0.65 -0.32 1.03
H -1.6951 -1.1538 -1.6398 0.73 0.25 0.98
H -2.6181 2.1308 1.0209 -0.16 -0.06 -0.22
H -2.0087 1.9377 -0.6265 1.25 1.14 -0.84
H -3.4317 1.2819 -0.3623 -1.27 -0.83 0.30
```
Positions in Å, forces in eV/Å.

**Relative energy (zero: lowest compared OMol25 entry of this formula, charge and spin)**: 37.91 kcal/mol
**Gap between HOMO and LUMO**: 9.32 eV
**Multiplicity**: 1
**Max |F|**: 4.87 eV/Å

natural (NBO) population analysis, charges in e, atoms 1 to 5: -0.96 -0.95 -1.07 -1.01 -1.09



C14H31F3HgN2O6 | the ωB97M-V functional and the def2-TZVPD basis

Geometry as XYZ:
```
57
Properties=species:S:1:pos:R:3:forces:R:3
Hg -0.6314 0.5284 -0.7351 1.10 0.26 0.40
C -4.1262 2.6483 -2.1540 -0.15 -0.21 0.18
C -2.9064 2.0229 -1.5510 1.89 -0.95 0.81
O -1.7942 2.1485 -2.1060 0.98 1.50 -2.21
O -2.8796 1.2685 -0.5579 -2.57 -0.48 1.64
H -4.2836 3.6934 -1.8873 0.42 0.04 0.00
H -5.0122 2.1183 -1.8045 0.02 -0.14 -0.33
H -3.9219 2.5599 -3.2210 -0.61 0.17 -0.07
C 2.5605 -0.5579 -1.2292 -3.05 -0.37 -1.40
O 2.0709 -1.1702 -0.0439 1.34 -1.41 1.34
O 1.5460 0.3130 -1.5970 2.14 0.47 0.33
C 4.1168 -0.1876 -1.1995 -0.97 2.39 -0.33
F 4.8642 -1.2516 -1.3724 0.44 -1.68 0.63
F 4.5763 0.6358 -2.1897 -1.10 0.10 -0.21
F 4.4900 0.4582 -0.0806 0.01 -0.38 0.70
C 2.6417 -2.4329 0.4208 -1.26 0.32 1.24
C 1.7401 -2.9843 1.5610 0.25 -0.27 -0.22
H 1.6152 -2.3688 2.4519 0.07 0.25 -0.24
H 0.7624 -3.3216 1.2168 -0.22 0.66 -0.31
H 2.1111 -3.9552 1.8893 0.64 0.02 0.17
H 3.6607 -2.3106 0.7878 0.07 0.20 -0.05
H 2.6324 -3.2785 -0.2669 0.12 0.50 -1.01
H 2.5363 -1.3568 -1.9704 0.59 -0.50 -0.53
C -2.0754 -3.6828 0.1580 0.58 -0.50 -1.84
C -1.3839 -2.5079 -0.6083 -2.07 -0.38 1.12
C -2.1083 -2.0787 -1.9091 0.93 -0.70 -0.30
O -1.4487 -0.9529 -2.4597 0.29 0.16 0.36
C -1.6384 -0.6081 -3.8100 -0.17 -0.51 -0.31
N -1.4648 -1.4432 0.3716 1.14 1.43 -0.31
H -1.3651 -4.1049 0.8688 -0.14 0.10 0.19
H -2.3211 -4.4696 -0.5553 -0.18 -0.42 0.01
H -2.9914 -3.3810 0.6659 0.17 0.14 -0.06
H -0.3231 -2.6984 -0.7710 -0.09 -0.07 -0.34
H -3.1720 -1.9136 -1.7380 -0.10 0.24 0.12
H -1.9878 -2.8707 -2.6482 -0.23 -0.45 0.00
H -1.4898 -1.4696 -4.4610 -0.03 -0.42 0.01
H -0.8790 0.1095 -4.1205 -0.21 0.23 0.47
H -2.6492 -0.2422 -3.9904 -0.04 0.29 0.03
H -0.9315 -1.7453 1.1743 0.43 0.22 0.53
H -2.3883 -1.2740 0.7440 -0.54 0.00 -0.22
C -0.9220 3.4476 1.5086 -1.31 0.14 -0.14
C 0.2638 2.5487 1.7569 0.26 2.26 0.43
C 0.8277 2.6846 3.2198 0.91 -1.31 -1.26
O 1.9382 1.7130 3.2487 0.10 1.11 -0.23
C 3.1907 2.1714 2.6314 -0.08 -0.46 2.09
N -0.0857 1.1670 1.4904 0.47 0.59 1.33
H -1.2155 3.5618 0.4651 0.59 0.04 -0.29
H -0.9106 4.4367 1.9664 0.51 0.06 0.00
H -1.8342 2.9849 1.8851 -0.01 -0.25 0.47
H 1.0785 2.7941 1.0756 0.09 0.21 -0.01
H 0.0651 2.4125 3.9496 0.06 -0.74 -0.03
H 1.1670 3.6461 3.6053 0.25 0.41 -0.77
H 3.9526 1.5547 3.1081 -0.09 -0.53 -0.21
H 3.4691 3.1299 3.0693 -0.39 0.58 -0.55
H 3.3612 2.0933 1.5576 -0.83 0.12 -0.06
H -0.7894 1.0023 2.1959 -1.22 -0.62 -0.14
H 0.6923 0.7655 1.9941 0.78 -1.45 -0.61
```
Positions in Å, forces in eV/Å.

**Total charge**: -1
**Gap between HOMO and LUMO (alpha / beta)**: 2.40 / 8.51 eV
**Multiplicity**: 2
**<S²>**: 0.75
**Max |F|**: 3.37 eV/Å

natural (NBO) population analysis, charges in e, atoms 1 to 5: 1.48 -0.72 0.76 -0.80 -0.81



C11H9HoNO4S | the ωB97M-V functional and the def2-TZVPD basis

Geometry as XYZ:
```
27
Properties=species:S:1:pos:R:3:forces:R:3
Ho -0.0150 -0.4405 -1.6202 0.26 0.93 2.81
O -0.8455 -1.8236 1.5185 0.24 1.45 -3.44
C -0.6785 -1.2674 0.5174 -0.91 -2.14 4.16
C 1.0020 1.7970 -2.0110 2.57 4.61 -1.51
O 1.5308 2.7610 -2.3471 -2.22 -3.93 1.49
C -2.0444 0.6657 -0.8831 -5.88 2.65 1.42
O -3.0790 1.1035 -0.5981 5.02 -2.06 -1.25
C 1.6212 -0.9522 0.0386 4.16 -1.27 4.03
O 2.3605 -1.2861 0.8706 -2.84 1.14 -3.53
C -0.4912 -1.8724 -3.5021 0.75 0.65 -3.42
H 0.0697 -2.8159 -3.3848 0.14 0.48 0.41
H -1.5842 -2.0206 -3.5557 0.22 0.47 0.43
C 0.1153 -0.7325 -4.0222 -1.08 -2.74 -1.95
H -0.4642 0.0838 -4.4875 -0.09 -0.11 0.63
H 1.1800 -0.7180 -4.3139 -0.15 -0.08 0.62
S 0.3346 1.1997 1.7281 0.10 0.69 -1.80
C 0.4620 0.3158 3.1649 -0.75 -1.30 0.39
N 1.6572 0.1060 3.7755 -0.15 -0.32 0.43
C 1.7967 -0.6325 4.9207 -0.27 1.33 -1.11
C 0.6741 -1.1468 5.5142 -0.37 -0.76 0.14
C -0.5858 -0.8994 4.9556 0.02 -0.39 0.26
C -0.6873 -0.2510 3.7362 -0.02 0.87 0.48
H 2.4484 0.5792 3.3465 0.17 -0.15 0.29
H 2.7820 -0.6495 5.3433 0.33 -0.29 0.07
H 0.7922 -1.8122 6.3692 -0.10 0.49 0.03
H -1.4944 -1.2155 5.4750 0.36 -0.07 -0.18
H -1.6696 -0.0187 3.3141 0.50 -0.15 0.09
```
Positions in Å, forces in eV/Å.

**Total charge**: +3
**Gap between HOMO and LUMO (alpha / beta)**: 4.77 / 5.17 eV
**Multiplicity**: 5
**<S²>**: 6.06
**Max |F|**: 6.60 eV/Å

natural (NBO) population analysis, charges in e, atoms 1 to 5: 1.56 -0.35 0.37 0.46 -0.24



C39H24N11O3PtS | the ωB97M-V functional and the def2-TZVPD basis

Geometry as XYZ:
```
79
Properties=species:S:1:pos:R:3:forces:R:3
Pt 0.6649 0.7350 -0.7081 0.08 -0.21 -0.10
C -3.8347 4.0725 -4.1588 -0.01 0.00 -0.01
C -3.8536 2.9319 -4.9573 0.00 0.01 0.00
C -3.0784 1.8182 -4.6449 0.00 0.02 0.02
C -2.2892 1.8993 -3.5164 -0.01 0.00 0.00
C -1.3733 0.9214 -2.9014 -0.03 0.04 -0.07
N -1.1638 -0.2654 -3.3751 -0.03 -0.02 0.10
C -0.3319 -1.1634 -2.7986 0.12 0.07 -0.12
C -0.2783 -2.5563 -3.1430 -0.01 -0.04 -0.03
C -1.0000 -3.3183 -4.0592 0.02 0.05 0.01
C -0.7053 -4.6652 -4.1387 0.00 -0.02 0.00
C 0.2846 -5.2464 -3.3298 -0.01 -0.03 -0.02
C 1.0042 -4.4966 -2.4203 0.03 0.06 0.02
C 0.7100 -3.1373 -2.3321 -0.01 -0.06 -0.04
C 1.2414 -2.0895 -1.5067 0.09 0.02 -0.12
N 2.1941 -2.2738 -0.5684 -0.04 0.02 0.06
C 2.5437 -1.3728 0.2920 0.12 0.04 0.04
N 2.0764 -0.0883 0.4434 -0.18 -0.02 -0.03
C 2.5725 0.4730 1.5914 0.10 0.02 0.04
N 2.2760 1.6106 2.1395 -0.01 -0.06 -0.08
C 1.3497 2.4596 1.6424 0.03 0.07 0.02
N 0.6232 2.3258 0.4957 -0.05 -0.06 0.00
C -0.2183 3.3930 0.3467 0.02 0.04 -0.02
N -1.0759 3.6296 -0.6711 0.00 -0.07 0.00
C -1.3382 2.7761 -1.6075 -0.06 0.07 -0.03
N -0.8405 1.5033 -1.7765 0.11 -0.02 0.02
C -2.2709 3.0377 -2.7186 0.00 0.01 0.01
C -3.0397 4.1435 -3.0177 0.01 -0.03 -0.01
C -0.0180 4.2787 1.4600 0.00 0.00 0.00
C -0.6053 5.4942 1.7995 0.02 -0.01 0.00
C -0.1806 6.1011 2.9666 0.00 0.00 0.01
C 0.8028 5.5168 3.7796 -0.01 0.01 0.00
C 1.3881 4.3093 3.4477 0.00 -0.02 -0.03
C 0.9650 3.6939 2.2734 0.00 0.01 0.01
C 3.5354 -0.4819 2.1721 -0.01 0.02 0.04
C 4.3345 -0.3969 3.2935 -0.02 0.00 -0.05
C 5.1377 -1.4965 3.5837 0.01 0.00 0.02
C 5.1252 -2.6324 2.7791 0.02 -0.01 0.00
C 4.3081 -2.7125 1.6543 -0.02 0.04 -0.01
C 3.5220 -1.6151 1.3691 0.01 -0.04 -0.01
N 0.6175 -0.9210 -1.8473 -0.28 0.01 0.35
H -4.4531 4.9173 -4.4307 0.00 0.00 0.00
H -4.4857 2.9121 -5.8349 0.00 0.00 0.00
H -3.0915 0.9255 -5.2549 0.00 0.00 0.00
H -1.7597 -2.8653 -4.6812 -0.01 0.00 0.00
H -1.2440 -5.2902 -4.8382 -0.01 0.00 0.00
H 0.4852 -6.3050 -3.4275 0.00 0.00 0.00
H 1.7721 -4.9385 -1.8002 -0.01 0.00 0.01
H -3.0224 5.0230 -2.3891 0.00 0.00 0.01
H -1.3638 5.9395 1.1708 0.00 0.00 0.00
H -0.6133 7.0467 3.2646 0.00 0.00 0.00
H 1.1043 6.0259 4.6851 0.00 0.00 0.00
H 2.1455 3.8541 4.0708 0.00 0.00 0.00
H 4.3329 0.4885 3.9140 0.00 0.00 0.01
H 5.7845 -1.4707 4.4504 0.00 0.00 0.00
H 5.7646 -3.4669 3.0342 0.00 0.00 0.00
H 4.2900 -3.5915 1.0247 0.00 0.00 0.00
N 3.2090 0.6373 -2.5141 -0.02 0.08 0.00
N 2.2755 1.6329 -2.0938 0.08 0.10 -0.03
H 3.8836 1.0470 -3.1529 -0.02 -0.04 -0.04
H 2.6908 -0.0815 -3.0063 0.01 -0.02 0.04
H 1.8337 2.1345 -2.8627 0.00 0.01 0.01
H 2.7655 2.3012 -1.5080 -0.01 -0.01 0.01
O -5.0942 -1.5417 1.1639 0.00 0.05 0.05
S -4.1450 -1.0880 2.1274 0.06 0.00 -0.05
O -4.4758 -0.1234 3.1243 -0.04 -0.01 -0.05
N -2.8448 -0.4709 1.2668 0.09 -0.15 0.10
C -1.6963 -1.2800 1.4950 -0.23 0.32 -0.17
O -0.6453 -0.9954 0.9630 0.07 -0.19 0.11
C -1.9596 -2.4182 2.3970 0.08 0.00 -0.03
C -1.0535 -3.3879 2.8036 -0.03 0.01 0.00
C -1.5111 -4.3765 3.6582 0.01 -0.01 0.00
C -2.8374 -4.3929 4.0926 -0.03 0.00 0.01
C -3.7452 -3.4238 3.6867 0.03 -0.01 -0.01
C -3.2726 -2.4462 2.8341 -0.04 -0.02 0.02
H -0.0297 -3.3610 2.4557 0.01 0.00 -0.01
H -0.8360 -5.1500 3.9977 0.01 0.00 -0.01
H -3.1657 -5.1784 4.7598 0.00 0.00 0.00
H -4.7727 -3.4371 4.0221 0.00 0.01 0.00
```
Positions in Å, forces in eV/Å.

**Total charge**: +1
**Relative energy (zero: lowest compared OMol25 entry of this formula, charge and spin)**: 0.00 kcal/mol
**Gap between HOMO and LUMO (alpha / beta)**: 4.93 / 5.80 eV
**Multiplicity**: 5
**<S²>**: 6.06
**Max |F|**: 0.45 eV/Å

Mulliken population analysis, charges in e, atoms 1 to 5: 0.12 -0.70 -0.70 -0.07 0.13



Number 1: molecular weight 934.51 g/mol, electronic energy -151015.6762 eV. Number 2: molecular weight 154.09 g/mol, electronic energy -27016.2219 eV. Number 3: molecular weight 580.99 g/mol, electronic energy -42609.7879 eV. Number 4: molecular weight 416.19 g/mol, electronic energy -57833.0418 eV. Number 5: molecular weight 921.84 g/mol, electronic energy -77442.0279 eV.